C26H32F6O3SiSn as an isolated structure in a non-equilibrium geometry, computed with ωB97M-V with the def2-TZVPD basis set.

CARTESIAN COORDINATES (ANGSTROEM)
1 H 4.037 0.116 -3.138
2 H -1.115 -1.368 2.528
3 H -5.536 2.471 2.629
4 C -2.344 3.320 -3.845
5 H 0.808 -5.598 -1.273
6 C 1.012 -4.579 -1.586
7 F 1.956 -1.997 4.905
8 F 2.721 0.362 4.166
9 H -3.868 4.080 -0.408
10 Sn 1.799 -0.785 -0.017
11 H 3.106 -4.433 0.801
12 Si 0.955 -3.338 -0.077
13 C -3.455 3.823 -1.375
14 H 3.302 -1.950 -4.533
15 C -2.553 2.314 0.988
16 F 1.733 1.408 2.594
17 H -0.805 -4.902 0.915
18 C 0.760 -1.655 4.394
19 C -0.762 -3.843 0.663
20 H -4.044 2.856 4.563
21 C -1.731 2.500 2.115
22 O 2.060 0.489 -2.701
23 C -3.883 4.522 -2.474
24 H 1.428 2.099 -1.733
25 C -1.920 2.597 -2.758
26 H -3.679 4.851 -4.599
27 H 4.826 -3.032 -3.049
28 H -1.151 0.116 3.516
29 H 0.273 -4.311 -2.335
30 F 0.146 -2.812 4.120
31 H -0.939 -3.287 1.577
32 H -0.660 2.520 1.970
33 H 1.995 2.426 -3.406
34 H 1.980 -4.572 -2.074
35 H 3.181 2.117 -2.105
36 C 1.512 0.572 3.608
37 H -4.649 5.284 -2.351
38 C -4.460 2.492 2.482
39 C -3.341 4.288 -3.736
40 H 1.688 -5.247 1.451
41 H -1.578 2.826 4.217
42 C 0.016 0.401 -0.319
43 C 2.096 -4.277 1.176
44 C -0.616 -0.430 2.745
45 C -3.625 2.696 3.576
46 F 0.838 1.296 4.534
47 C -0.851 1.270 -0.370
48 H 4.883 -1.561 -2.037
49 C 2.734 -1.535 -3.684
50 H -1.147 1.846 -2.873
51 C 4.332 -2.489 -2.228
52 F 0.073 -1.135 5.444
53 H 4.333 -3.089 -1.322
54 H -0.590 0.144 1.822
55 C 0.824 -0.733 3.154
56 H 1.664 -1.647 -3.855
57 O 1.585 -1.326 2.243
58 H -1.890 3.134 -4.816
59 C -3.942 2.295 1.222
60 C -1.967 2.133 -0.323
61 H -4.615 2.094 0.399
62 C 2.181 1.866 -2.481
63 O 2.987 -2.262 -2.523
64 C -2.251 2.683 3.378
65 C -2.462 2.805 -1.459
66 H -1.580 -3.624 -0.019
67 H 2.170 -3.683 2.078
68 H 2.986 0.434 -4.542
69 C 3.025 -0.045 -3.547

The energy above the lowest of the compared OMol25 structures with the same formula, charge and spin comes out at 1.294 eV. The lowest unoccupied orbital energy is 4.53 eV. The charge is -2.